ORCA calculation (wB97M-V/def2-TZVPD) on a cluster of 2 separate species, C4H13N3O in total at a distorted geometry.

Cartesian coordinates (Å):
C1 2.0343 0.1541 0.1059
C2 1.7571 1.0548 1.2674
N1 2.5642 0.8570 2.3652
O1 0.9228 1.9321 1.2805
H1 3.0358 0.3578 -0.2780
H2 1.3233 0.3860 -0.6801
H3 1.9510 -0.9007 0.3534
H4 2.3367 1.4122 3.1733
H5 2.9832 -0.0357 2.5367
N2 -3.3313 0.0796 -0.9794
C3 -1.8918 -0.0973 -1.1755
C4 -1.5785 -1.5942 -1.0128
N3 -0.1900 -1.9006 -1.3784
H6 -3.8620 -0.2959 -1.7640
H7 -3.5304 1.0730 -0.9869
H8 -1.3442 0.4514 -0.4113
H9 -1.5229 0.1905 -2.1687
H10 -1.7549 -1.9003 0.0166
H11 -2.2958 -2.1424 -1.6420
H12 -0.0482 -2.9006 -1.3046
H13 -0.0801 -1.7370 -2.3727

Net charge: 0
ΔE to the lowest compared entry with this formula, charge and spin, kcal per mole: 16.2
LUMO level, eV: 0.9709
SMILES: CC(N)=O.NCCN
HOMO-LUMO gap, eV: 10.35
E_HOMO, eV: -9.379

Results of the Mulliken charge analysis, in e, for atoms 1 through 4: C -0.930; C 0.620; N -0.417; O -0.601